[1]
9
Properties=species:S:1:pos:R:3:forces:R:3 method="wB97M-V/def2-TZVPD" homo_lumo_gap_ev=11.0 homo_ev=-10.3 total_energy_ev=-8390.162 e_above_lowest_kj_mol=394.2
C -1.5351 0.2680 0.0224 0.40 -1.83 1.67
O -0.3351 -0.6189 -0.0919 -0.50 1.78 -0.49
C 0.9573 -0.3148 -0.1035 3.29 -3.97 0.26
N 1.7528 0.6669 0.1248 -1.99 0.78 -0.17
F 3.0833 0.2048 0.0488 -0.57 -0.22 -0.05
H -1.8029 0.8279 -0.8657 0.55 0.03 -0.26
H -2.2736 -0.6101 0.1432 0.67 2.05 0.22
H -1.3896 0.9407 0.9269 -0.52 -0.95 -1.14
H 1.5430 -1.3644 -0.2049 -1.33 2.33 -0.06



[2]
51
Properties=species:S:1:pos:R:3:forces:R:3 method="wB97M-V/def2-TZVPD" charge=+2 homo_lumo_gap_ev=3.7 homo_ev=-13.0 total_energy_ev=-43511.803 e_above_lowest_kj_mol=93.3
Hf 2.2747 -1.1970 -0.2547 -7.75 8.59 0.52
F 2.6676 0.9834 -0.4955 -0.06 -4.68 -0.24
F 0.3077 -0.2840 0.2530 3.74 -1.81 -0.67
C 0.7811 -0.7865 -3.4328 -0.52 -1.30 -1.44
O 1.2934 -0.9025 -2.2894 1.96 0.31 2.23
N -0.3387 -1.4534 -3.7378 -0.38 -0.36 0.50
N 1.3690 -0.1750 -4.4596 0.83 0.51 0.61
H -0.9531 -1.7964 -3.0158 0.19 0.05 0.17
H -0.6973 -1.5081 -4.6765 -0.06 0.39 -0.01
H 1.1158 -0.3649 -5.4137 -0.20 0.26 0.00
H 2.1511 0.4324 -4.2735 0.11 -0.15 -0.16
C -0.1422 -3.9375 -0.7018 0.48 0.49 -0.44
O 0.4611 -2.8197 -0.6444 2.15 0.43 0.65
N -0.3507 -4.5531 -1.8783 -0.24 -0.70 0.95
N -0.6150 -4.5023 0.3992 0.27 0.24 0.60
H -0.5717 -5.5224 -1.6961 -0.17 -0.13 -0.95
H 0.1931 -4.3399 -2.6971 0.01 0.18 0.06
H -0.3228 -4.0704 1.2603 -0.39 -0.03 0.11
H -1.2121 -5.3118 0.4525 0.01 0.00 -0.19
C -1.7703 2.1289 -2.2137 -2.05 0.53 -0.42
O -2.3794 1.2800 -1.5628 0.90 -0.09 0.05
N -0.4366 2.2505 -2.2734 1.47 -0.81 0.45
N -2.4594 3.0255 -2.9723 0.02 -0.16 -0.06
H 0.0683 1.7295 -1.5773 0.17 0.00 -0.09
H 0.0705 2.8821 -2.8648 -0.22 0.21 0.07
H -2.0153 3.8226 -3.3914 -0.14 0.08 0.06
H -3.4571 3.0212 -2.8467 0.01 0.10 -0.12
C -3.0753 0.1346 2.1465 -0.43 -0.41 1.16
O -3.4657 0.2325 3.3015 0.16 -0.23 -0.34
N -2.2321 -0.8868 1.7488 0.05 0.07 -0.39
N -3.4812 0.9533 1.1596 0.16 0.00 0.36
H -2.0616 -1.6088 2.4232 0.25 0.18 0.07
H -1.6145 -0.7008 0.9776 0.09 -0.45 0.00
H -2.9973 0.9415 0.2745 -0.40 0.50 -0.21
H -3.9979 1.7259 1.5482 0.09 0.31 -0.64
C 3.0364 0.0447 2.9776 0.91 0.81 0.46
O 2.6910 -0.3476 1.8213 -0.18 -2.49 -2.63
N 2.9941 1.3339 3.2871 -0.28 1.01 0.13
N 3.5695 -0.7423 3.9172 -0.30 0.26 0.29
H 2.7269 2.1021 2.6843 -0.33 -0.66 -0.75
H 3.1104 1.6979 4.2214 0.25 -0.54 0.18
H 3.7816 -0.2551 4.7727 0.26 -0.43 0.19
H 3.7750 -1.7240 3.8767 -0.28 -0.01 -0.31
C 0.2731 2.8305 2.2940 -1.62 1.65 -0.03
O 0.0959 3.9102 2.8453 0.87 -0.82 0.31
N -0.0886 1.6192 2.7940 0.59 -0.05 -0.07
N 0.7049 2.7769 1.0029 0.55 -0.14 -0.25
H -0.2114 0.9042 2.0996 -0.04 -0.59 0.60
H -0.0352 1.4743 3.7850 -0.62 -0.19 -0.05
H 0.7236 3.6598 0.5219 0.00 -0.16 -0.17
H 0.7469 1.8930 0.5237 0.10 0.23 -0.17



[3]
19
Properties=species:S:1:pos:R:3:forces:R:3 method="wB97M-V/def2-TZVPD" homo_lumo_gap_ev="8.5 / 7.6" homo_ev="-8.1 / -7.7" total_energy_ev=-12982.573 e_above_lowest_kj_mol=764.4
C -1.6850 1.1647 -0.5740 -0.32 -0.65 0.84
C -0.5230 1.2412 -1.2020 -0.75 0.57 0.73
C -1.6273 0.7306 0.8498 0.10 0.07 -0.01
C 0.7640 1.1643 -0.4991 -0.75 -0.09 -0.61
C -1.5045 -0.7952 0.8063 3.70 -0.09 2.23
C 0.9411 -0.0330 0.3084 -0.92 -0.18 0.74
C 2.0440 -0.9196 0.5791 1.14 -0.36 -2.30
N 0.8006 1.1712 0.9604 -1.23 0.24 0.78
O -0.4763 1.3211 1.5923 -1.41 -0.02 -0.09
O -1.7228 -1.7169 -0.1488 -0.50 0.62 -0.32
H -2.7167 1.1558 -0.9317 0.60 0.36 -0.71
H -0.5330 1.4165 -2.2211 0.31 0.51 -2.02
H -2.5182 1.2069 1.3697 1.12 -1.05 -0.01
H 1.5680 1.7297 -0.8943 0.76 0.31 -0.67
H -1.0734 -1.3216 1.7176 -1.19 0.92 -0.80
H 2.0582 -1.1337 1.5746 -0.53 -1.37 2.85
H 3.0649 -0.5166 0.5034 -0.21 0.43 -0.84
H 1.9398 -1.7781 -0.0800 0.38 -0.42 0.31
H -1.4824 -1.3597 -1.0149 -0.29 0.20 -0.10



[4]
98
Properties=species:S:1:pos:R:3:forces:R:3 method="wB97M-V/def2-TZVPD" charge=+3 homo_lumo_gap_ev="7.9 / 6.0" s_squared=3.808 homo_ev="-16.7 / -17.6" total_energy_ev=-65877.587 spin_multiplicity=4 e_above_lowest_kj_mol=0.0
C 0.5937 2.1904 1.7426 0.02 -0.03 -0.23
C -0.8448 0.6152 2.7903 0.45 0.61 0.06
C 0.4716 3.0673 2.8190 0.01 -0.09 0.02
C -0.8566 1.4219 3.9627 -0.45 -0.94 -0.43
C -0.2339 2.6524 3.9514 0.33 0.41 -0.05
H 0.9562 4.0365 2.7408 -0.11 -0.13 0.26
H -1.4105 1.0452 4.8206 0.12 0.28 -0.10
H -0.2816 3.3008 4.8236 -0.03 -0.13 -0.14
N -0.0451 1.0164 1.7389 0.14 -0.57 -1.01
P 2.1265 0.9830 -0.2927 1.70 2.09 0.08
P -1.8755 -1.1986 0.9331 -2.60 -1.30 1.94
C 1.4140 2.5190 0.5157 -0.19 0.17 0.00
H 0.7797 3.0431 -0.2152 0.10 -0.20 0.27
H 2.2139 3.2218 0.7655 -0.22 -0.13 -0.01
C -0.3614 -1.5036 -1.5176 -0.60 -3.68 -5.69
O -0.6304 -2.2286 -2.4108 0.83 2.84 3.75
C -1.6291 -0.5344 2.5818 0.08 0.04 0.72
H -2.1391 -0.9588 3.4452 -0.03 0.16 -0.24
C -3.5764 -0.4208 0.3927 0.03 0.29 -0.26
C -2.2693 -3.0661 1.2662 0.18 -0.15 -0.27
C 2.6279 1.5312 -2.0767 -0.07 -0.12 0.00
C 3.7109 0.8221 0.8099 -0.01 -0.41 0.02
C -3.7230 -0.6107 -1.1226 0.12 -0.10 -0.08
H -3.6817 -1.6633 -1.4293 -0.11 0.34 0.04
H -4.6951 -0.2003 -1.4371 0.27 -0.12 0.05
H -2.9296 -0.0686 -1.6531 -0.33 -0.22 0.04
C -4.7866 -1.0089 1.1246 -0.13 -0.18 0.14
H -4.9738 -2.0610 0.8913 0.01 0.37 0.12
H -4.7067 -0.8766 2.2107 -0.07 -0.05 -0.23
H -5.6797 -0.4518 0.7972 0.34 -0.09 0.06
C -3.5524 1.0760 0.7190 0.25 0.12 0.01
H -4.5230 1.5140 0.4410 0.29 -0.14 0.14
H -3.3791 1.2603 1.7855 -0.18 0.01 -0.19
H -2.7778 1.5947 0.1481 -0.24 0.02 0.32
C -2.9547 -3.6601 0.0277 -0.09 -0.10 -0.10
H -2.3823 -3.4528 -0.8873 -0.16 -0.14 0.16
H -2.9941 -4.7530 0.1511 0.00 0.31 -0.05
H -3.9830 -3.3105 -0.1067 0.32 -0.17 -0.03
C -0.9690 -3.8324 1.4839 0.39 0.01 -0.03
H -0.3126 -3.7701 0.6101 -0.04 -0.11 0.08
H -0.4359 -3.4614 2.3659 -0.09 -0.11 -0.11
H -1.1916 -4.8973 1.6603 0.00 0.39 -0.08
C -3.0974 -3.2992 2.5376 -0.34 0.17 0.13
H -4.1070 -2.8867 2.5042 0.29 -0.15 0.04
H -3.2015 -4.3873 2.6742 0.09 0.32 -0.09
H -2.5943 -2.9091 3.4279 -0.07 -0.22 -0.10
C 4.5325 -0.3798 0.3218 0.15 -0.10 -0.04
H 5.4959 -0.3744 0.8545 -0.26 -0.07 -0.18
H 4.0303 -1.3273 0.5427 0.14 0.14 0.03
H 4.7457 -0.3522 -0.7523 0.00 -0.05 0.32
C 3.2874 0.5601 2.2602 -0.25 -0.13 0.11
H 2.8129 1.4344 2.7208 0.17 -0.16 -0.02
H 2.6070 -0.2920 2.3406 0.12 0.24 0.06
H 4.1854 0.3137 2.8458 -0.24 0.12 -0.16
C 4.5948 2.0899 0.8465 0.16 0.08 -0.30
H 5.2719 2.0064 1.7125 -0.29 -0.08 -0.25
H 5.2324 2.1996 -0.0358 -0.21 -0.07 0.31
H 4.0310 3.0185 0.9856 0.20 -0.18 -0.01
C 1.8553 2.7981 -2.4504 -0.20 0.10 -0.02
H 2.1534 3.6707 -1.8528 -0.05 -0.23 -0.18
H 2.0466 3.0420 -3.5077 -0.02 -0.13 0.32
H 0.7763 2.6442 -2.3381 0.31 0.16 -0.11
C 2.2230 0.3906 -3.0210 -0.11 -0.05 -0.11
H 1.1532 0.1484 -2.9367 0.28 0.09 -0.12
H 2.4191 0.6993 -4.0596 -0.01 -0.17 0.32
H 2.8007 -0.5220 -2.8184 -0.08 0.18 -0.11
C 4.1170 1.8331 -2.2813 0.26 0.11 -0.08
H 4.4372 2.7288 -1.7367 -0.11 -0.27 -0.19
H 4.7728 0.9935 -2.0300 -0.14 0.31 -0.11
H 4.2719 2.0478 -3.3517 -0.13 -0.10 0.32
Re 0.0481 -0.3146 -0.0818 2.64 -2.23 3.33
N -0.8114 1.0240 -1.0501 -2.33 4.20 -2.65
C -1.3296 1.8399 -1.7221 -0.02 -1.68 -0.28
C -2.1476 2.5738 -2.7491 0.00 0.72 -0.04
C -3.4073 3.1024 -2.0660 -0.55 -0.01 0.75
C -1.3501 3.7631 -3.2896 0.65 0.42 -0.08
C -2.5127 1.6409 -3.9050 0.22 -0.95 -0.18
H -4.0583 2.2825 -1.7364 0.14 0.25 -0.14
H -3.1456 3.7055 -1.1875 -0.15 -0.02 -0.18
H -3.9841 3.7368 -2.7530 0.34 -0.24 0.05
H -0.4977 3.4313 -3.8927 -0.20 0.10 0.09
H -1.9857 4.3896 -3.9309 0.04 -0.33 0.26
H -0.9757 4.3900 -2.4717 -0.08 0.00 -0.18
H -3.0874 2.1918 -4.6631 0.21 0.03 0.36
H -1.6138 1.2371 -4.3898 -0.20 0.14 0.03
H -3.1251 0.7933 -3.5751 0.07 0.23 -0.09
N 3.4625 -6.9541 1.2648 -0.58 2.55 -0.41
C 3.2022 -5.8269 1.0883 0.69 -2.02 0.44
C 2.8053 -4.4540 0.8711 -0.11 -0.26 -0.03
C 2.4160 -3.6363 1.9289 -0.13 0.23 0.43
C 1.7639 -2.4388 1.6624 -0.01 -0.51 -0.30
N 1.5249 -2.0367 0.3942 -0.35 0.86 0.35
C 2.0965 -2.7187 -0.6244 0.04 -0.45 0.23
C 2.7158 -3.9459 -0.4228 -0.12 0.38 -0.44
H 2.5562 -3.9596 2.9587 -0.07 0.06 -0.22
H 1.3596 -1.8292 2.4763 0.09 -0.30 -0.37
H 2.0270 -2.2927 -1.6262 -0.09 -0.18 0.34
H 3.0913 -4.5056 -1.2769 -0.08 0.10 0.19